No. 1
Formula: C4H8N2O
Source: the OMol25 dataset
Level of theory: ωB97M-V/def2-TZVPD

Calculated values
2S+1 ... 1
E_LUMO ... 0.93 eV
Orbital gap ... 0.321 hartree
E_tot ... -9302.3246 eV
Max |F| ... 3.45 eV Å⁻¹
Highest occupied orbital energy ... -7.8 eV
Charge ... 0

```
15
Properties=species:S:1:pos:R:3:lowdin_charge:R:1
C -0.922 0.002 -0.331 -0.31
C 0.428 1.258 0.460 -0.12
N -0.224 -1.194 -0.450 -0.02
N -2.210 -0.159 0.237 0.06
C 1.856 -0.030 -0.276 -0.19
C 1.150 -1.176 -0.478 -0.12
O 1.435 1.268 -0.527 -0.11
H -0.680 -2.003 -0.047 0.13
H -0.909 0.587 -1.247 0.13
H -2.187 -0.268 1.244 0.08
H -2.846 0.583 -0.018 0.08
H 0.792 1.233 1.491 0.09
H -0.227 2.120 0.361 0.08
H 2.912 -0.087 -0.043 0.11
H 1.633 -2.134 -0.377 0.11
```

No. 2
Formula: C4H8N2O
Source: the OMol25 dataset
Level of theory: ωB97M-V/def2-TZVPD

Calculated values
SMILES ... NC(=O)CN1CC1
2S+1 ... 1
E_LUMO ... 0.93 eV
Orbital gap ... 0.368 hartree
E_tot ... -9304.3352 eV
Max |F| ... 0.49 eV Å⁻¹
Highest occupied orbital energy ... -9.1 eV
Charge ... 0

```
15
Properties=species:S:1:pos:R:3:lowdin_charge:R:1
N -1.621 -0.736 1.058 0.16
C -0.440 -0.692 1.726 -0.53
O -0.285 -1.086 2.865 0.04
C 0.695 -0.035 0.917 -0.09
N 0.339 -0.029 -0.479 -0.18
C 1.041 0.191 -1.694 -0.13
C -0.174 0.999 -1.331 -0.13
H -2.374 -1.292 1.429 0.11
H -1.549 -0.605 0.062 0.07
H 0.893 0.955 1.355 0.13
H 1.594 -0.638 1.084 0.13
H 1.966 0.765 -1.713 0.10
H 1.030 -0.651 -2.394 0.10
H 0.050 2.048 -1.124 0.11
H -1.164 0.806 -1.759 0.10
```

No. 3
Formula: C4H8N2O
Source: the OMol25 dataset
Level of theory: ωB97M-V/def2-TZVPD

Calculated values
2S+1 ... 1
E_LUMO ... 0.70 eV
Orbital gap ... 0.341 hartree
E_tot ... -9297.6316 eV
Max |F| ... 4.97 eV Å⁻¹
Highest occupied orbital energy ... -8.6 eV
Charge ... 0

```
15
Properties=species:S:1:pos:R:3:lowdin_charge:R:1
C -1.878 -0.509 -0.003 -0.09
C 0.759 0.976 0.501 -0.22
C 0.190 2.042 -0.029 -0.04
C 1.341 -1.261 0.089 -0.30
H -2.824 -1.044 -0.694 0.14
H -1.183 -0.919 1.202 0.21
H -2.063 0.762 0.306 0.12
H 1.619 0.888 1.186 0.13
H -0.484 2.128 -1.093 0.15
H 0.897 2.887 0.371 0.08
H 2.096 -1.114 0.757 0.08
H 0.487 -1.996 -1.190 0.11
N 0.323 -0.259 0.026 -0.26
N 1.430 -2.265 -0.618 0.11
O -0.710 -0.314 -0.810 -0.25
```

No. 4
Formula: C4H8N2O
Source: the OMol25 dataset
Level of theory: ωB97M-V/def2-TZVPD

Calculated values
SMILES ... C[C@H](O)N=C=CN
2S+1 ... 1
E_LUMO ... 0.80 eV
Orbital gap ... 0.352 hartree
E_tot ... -9303.7719 eV
Max |F| ... 0.67 eV Å⁻¹
Highest occupied orbital energy ... -8.8 eV
Charge ... 0

```
15
Properties=species:S:1:pos:R:3:lowdin_charge:R:1
C 1.452 -0.673 -0.906 -0.04
C 1.406 0.738 -0.354 -0.47
O 2.644 1.000 0.246 -0.02
N 0.353 0.972 0.645 0.14
C -0.653 0.281 0.722 -0.10
C -1.746 -0.437 0.886 -0.21
N -2.951 -0.090 0.193 -0.01
H 0.513 -0.924 -1.407 0.08
H 1.623 -1.380 -0.089 0.09
H 2.273 -0.759 -1.622 0.08
H 1.202 1.458 -1.161 0.14
H 2.545 1.817 0.752 0.10
H -1.688 -1.289 1.565 0.10
H -3.302 -0.890 -0.324 0.06
H -3.672 0.178 0.855 0.07
```

No. 5
Formula: C4H8N2O
Source: the OMol25 dataset
Level of theory: ωB97M-V/def2-TZVPD

Calculated values
2S+1 ... 1
E_LUMO ... 0.60 eV
Orbital gap ... 0.318 hartree
E_tot ... -9298.8696 eV
Max |F| ... 0.50 eV Å⁻¹
Highest occupied orbital energy ... -8.0 eV
Charge ... 0

```
15
Properties=species:S:1:pos:R:3:lowdin_charge:R:1
C -0.425 1.348 -1.452 -0.07
C 0.031 0.110 -0.731 -0.32
N 1.508 -0.173 -0.707 0.02
C 1.434 -0.388 0.790 -0.09
C -0.053 -0.254 0.608 -0.31
N -1.203 -0.844 0.902 -0.06
O -1.612 -0.723 2.238 -0.04
H -0.557 1.164 -2.524 0.07
H 0.327 2.140 -1.338 0.08
H -1.385 1.696 -1.054 0.08
H -1.383 -0.565 -0.443 0.24
H 1.724 -1.060 -1.159 0.09
H 1.937 0.429 1.313 0.11
H 1.787 -1.353 1.172 0.11
H -2.131 -1.526 2.385 0.09
```

No. 6
Formula: C4H8N2O
Source: the OMol25 dataset
Level of theory: ωB97M-V/def2-TZVPD

Calculated values
2S+1 ... 1
E_LUMO ... 0.86 eV
Orbital gap ... 0.350 hartree
E_tot ... -9302.3748 eV
Max |F| ... 1.95 eV Å⁻¹
Highest occupied orbital energy ... -8.7 eV
Charge ... 0

```
15
Properties=species:S:1:pos:R:3:lowdin_charge:R:1
C 0.497 -0.294 1.807 -0.11
C -0.699 -1.342 -1.602 -0.04
C -0.045 1.696 -0.267 -0.34
C 0.187 -0.317 -0.969 -0.26
O -0.262 0.101 0.680 -0.21
N 0.026 0.989 -1.334 0.08
N -0.099 2.819 0.233 0.16
H -0.156 2.954 1.230 0.06
H 1.213 -0.651 -0.771 0.13
H 1.572 -0.310 1.594 0.08
H 0.311 0.419 2.614 0.09
H 0.184 -1.295 2.116 0.08
H -0.607 -2.300 -1.092 0.08
H -1.734 -1.006 -1.593 0.09
H -0.389 -1.462 -2.645 0.09
```

How do the records compare in ΔE to the lowest compared entry with this formula, charge and spin? In the order shown, they have 4.069 2.058 8.762 2.621 7.524 4.018 eV.